--- A ---
Computed, not measured: C4H4O2S as an isolated structure, with ωB97M-V with the def2-TZVPD basis set.

ORCA input file:
```
! RIJCOSX wB97M-V def2-TZVPD def2/J DEFGRID3
* xyz 0 1
S -2.720 -1.658 0.504
O -1.376 -1.569 1.518
O -2.237 -0.273 -0.287
C -0.198 0.803 -0.753
C -0.266 -1.135 0.750
C 0.298 1.841 -1.055
C -0.869 -0.445 -0.499
H 0.275 -0.479 1.352
H 0.860 2.678 -1.377
H -0.840 -1.069 -1.529
H 0.317 -1.867 0.445
*
```

E_HOMO (eV): -8.81
Gap between HOMO and LUMO (eV): 9.233

--- B ---
Computed, not measured: C4H4O2S as an isolated structure, with ωB97M-V with the def2-TZVPD basis set.

ORCA input file:
```
! RIJCOSX wB97M-V def2-TZVPD def2/J DEFGRID3
* xyz 0 1
S 0.074 1.872 0.280
O -0.375 -0.848 0.751
O 2.642 0.378 -0.354
C 1.526 -0.339 -0.245
C -1.317 -0.498 -0.194
C -1.285 0.837 -0.543
C 0.594 0.222 0.812
H -2.247 0.915 -1.133
H 1.246 0.196 1.768
H 1.312 -1.651 -0.775
H -2.171 -1.084 -0.367
*
```

E_HOMO (eV): -8.64
Gap between HOMO and LUMO (eV): 8.748

Relative stability in kJ/mol, measured from the most stable structure: A 0.0; B 50.2